This record from the OMol25 dataset describes C19H34B3Br3F4O23S5 as an isolated structure. The level of theory is the ωB97M-V functional and the def2-TZVPD basis.

Each line ends with the Mulliken charge.
Atoms and positions in Å:
C -4.0802 1.6607 -1.0853  -0.14
O 1.9541 6.7730 0.9481  -0.24
H 3.8378 -5.8201 2.0612  0.25
C 1.2768 8.0359 1.0247  -0.33
O -9.8683 -7.7734 -0.2550  -0.54
H 2.1045 -1.3517 -1.4102  0.38
B -0.9728 -5.3901 0.3194  0.31
H 0.5316 7.9798 1.8201  0.29
O 4.2343 5.2541 -3.3485  -0.60
F 3.0940 -5.2541 3.8643  -0.34
H -8.4039 -4.9356 -0.6177  0.25
C 7.6509 6.0354 -3.2586  -0.33
C 2.0642 -3.4621 -1.0438  -0.63
C -2.5962 1.8332 -0.8344  -0.11
S 5.5234 4.7725 -3.0100  1.17
C 1.8036 -6.5126 2.2903  -0.59
B 1.0221 -6.3105 0.9501  0.78
H -3.7817 -4.0854 -0.9877  0.44
H 0.7855 8.2522 0.0810  0.32
H -2.9122 -6.1495 -0.3053  0.43
H 8.0435 7.0473 -3.2988  0.30
S -3.3196 3.6886 -2.3203  1.07
Br 0.4970 -1.8573 1.9523  -0.21
H 2.9672 9.2780 0.4763  0.28
C 7.2874 5.4898 -4.6239  -0.37
Br -5.4717 -4.2562 1.3870  -0.03
S 3.1613 6.7410 1.9844  1.07
C 4.9444 3.5762 1.1353  -0.13
C -10.2748 -4.3721 0.3106  -0.35
H -2.0516 0.8950 -0.8435  0.16
O -10.7499 -7.2003 1.9844  -0.53
H -2.8602 -5.5485 1.3208  0.39
H 2.0585 -0.4636 0.6070  0.12
H 2.6675 -4.5190 2.0415  -0.23
O 6.4150 6.0178 -2.5343  -0.31
H 3.0560 -3.6313 -0.6168  0.34
C 1.9285 -1.5416 0.6648  -0.36
C -3.8599 -3.2670 0.9548  0.34
O 4.3305 6.3314 1.2900  -0.44
H 6.8023 6.2478 -5.2420  0.29
H -4.6288 1.3891 -0.1876  0.16
H 2.1317 -3.6098 -2.1273  0.35
O 2.7570 6.0763 3.1710  -0.58
C 2.3785 9.0204 1.3582  -0.36
O 6.3408 4.4513 -4.3513  -0.31
C -4.2514 -1.8210 0.5707  0.47
C 2.9014 -5.4802 2.5106  0.34
O -0.3584 -6.4947 0.8788  -0.48
H 0.5167 -1.8998 -0.9384  0.22
F -5.1639 -1.8082 -0.3908  -0.21
O -0.2133 -4.3435 -0.1846  -0.27
O 5.6973 3.6969 -2.1041  -0.43
O -3.5214 3.6008 -3.7207  -0.54
H 8.3631 5.3870 -2.7438  0.29
H 5.6698 4.3613 0.9585  0.35
H -8.2058 -4.0239 0.8946  0.23
O -4.5137 2.9429 -1.5604  -0.35
H 5.5951 2.4765 2.9012  0.33
C 1.5791 -2.0387 -0.7366  -0.50
O 3.2246 8.3086 2.2760  -0.31
O 4.7688 0.7804 -0.9200  -0.62
O -8.8082 -6.0025 1.0944  -0.24
H 2.1924 -7.5293 2.3971  0.35
O -3.1015 4.9378 -1.6834  -0.54
S 4.0390 1.5533 0.0210  1.11
C -8.8142 -4.7614 0.3795  -0.25
H 2.0061 9.9275 1.8252  0.31
H 6.5230 2.1165 1.4266  0.30
O -10.9612 -5.6139 0.1047  -0.31
H -4.2706 0.9209 -1.8657  0.31
C 5.5357 2.3637 1.8227  -0.38
S -10.1427 -6.8233 0.7611  1.06
H -10.4900 -3.6863 -0.5039  0.31
H -2.2963 -3.2833 -0.5009  0.19
O 4.4581 3.0719 -0.1182  -0.16
C -2.5426 -5.3182 0.3001  -0.78
H 8.1428 5.0810 -5.1547  0.31
O -2.1575 2.6719 -1.9145  -0.29
O 1.6231 -5.8583 -0.2198  -0.30
H -2.4060 2.3540 0.1060  0.25
H 4.1037 3.9753 1.6956  0.05
H -10.6192 -3.9389 1.2516  0.30
F -3.1516 -1.1852 0.1613  -0.08
Br -4.9500 -0.8368 2.0977  -0.10
H 2.8581 -1.9727 1.0332  0.46
B 1.1216 -4.5813 -0.4784  -0.26
O 4.6325 1.2976 1.4841  -0.32
F -3.0524 -3.1651 2.0440  -0.24
O 2.6217 1.4474 0.0995  -0.63
H 1.0831 -6.3866 3.1055  0.28
C -3.0825 -3.9546 -0.1583  -0.62

Values from the calculation:
- molar mass (g mol⁻¹) = 1138.93
- gap between HOMO and LUMO (eV) = 10.04
- charge = 0
- E_HOMO (eV) = -9.8152